Record 1
This record from the Open Molecules 2025 dataset describes C37H47N3P2PtSeSi as an isolated structure. The level of theory is the ωB97M-V functional and the def2-TZVPD basis.

XYZ file:
```
92
C37H47N3P2PtSeSi (the ωB97M-V functional and the def2-TZVPD basis)
Pt 0.40 -0.56 -0.55
C -1.93 -2.08 -2.18
P -0.88 -0.59 -2.44
C -1.97 0.85 -2.54
C -3.36 0.75 -2.57
C -4.14 1.90 -2.69
C -3.53 3.14 -2.79
C -2.14 3.24 -2.74
C -1.37 2.10 -2.61
C -0.19 -0.77 -4.11
C -0.89 -0.34 -5.23
C -0.36 -0.55 -6.50
C 0.87 -1.18 -6.64
C 1.58 -1.59 -5.52
C 1.05 -1.39 -4.25
C -2.14 -2.19 -0.70
C -3.07 -2.83 0.10
C -2.66 -2.64 1.44
C -1.49 -1.89 1.40
C -0.60 -1.30 2.44
P 1.03 -1.00 1.63
C 1.89 -2.59 1.79
C 2.01 -3.23 3.02
C 2.63 -4.47 3.11
C 3.13 -5.08 1.97
C 3.01 -4.45 0.74
C 2.39 -3.21 0.65
C 1.86 0.15 2.77
C 3.07 -0.14 3.40
C 3.64 0.79 4.26
C 3.01 2.01 4.49
C 1.81 2.30 3.85
C 1.24 1.38 2.99
N -1.19 -1.63 0.10
H -1.35 -2.91 -2.57
H -2.85 -2.03 -2.75
H -3.85 -0.21 -2.48
H -5.22 1.82 -2.70
H -4.14 4.03 -2.88
H -1.67 4.21 -2.80
H -0.29 2.18 -2.56
H -1.84 0.16 -5.12
H -0.90 -0.22 -7.37
H 1.29 -1.33 -7.63
H 2.55 -2.07 -5.63
H 1.62 -1.67 -3.37
H -3.93 -3.38 -0.24
H -3.16 -3.00 2.33
H -0.48 -1.94 3.32
H -0.96 -0.33 2.78
H 1.63 -2.76 3.92
H 2.72 -4.96 4.07
H 3.61 -6.05 2.04
H 3.40 -4.93 -0.16
H 2.29 -2.71 -0.31
H 3.57 -1.08 3.23
H 4.58 0.56 4.75
H 3.46 2.73 5.16
H 1.33 3.25 4.02
H 0.33 1.63 2.46
C 4.16 2.30 0.80
Si 4.14 0.99 -0.53
C 5.31 1.52 -1.89
C 4.73 -0.65 0.17
Se 2.14 0.83 -1.60
H 5.17 2.40 1.22
H 3.48 2.07 1.62
H 3.87 3.26 0.38
H 6.31 1.71 -1.48
H 4.96 2.45 -2.35
H 5.38 0.76 -2.67
H 5.74 -0.52 0.58
H 4.77 -1.41 -0.62
H 4.09 -1.02 0.96
C -4.31 3.08 0.92
C -3.99 1.90 1.83
C -4.74 2.04 3.15
C -4.37 0.58 1.16
N -2.55 1.97 2.18
N -1.62 1.77 1.13
H -5.38 3.10 0.70
H -3.78 3.01 -0.03
H -4.04 4.02 1.41
H -5.82 2.00 2.98
H -4.49 2.98 3.64
H -4.48 1.22 3.83
H -5.43 0.58 0.91
H -4.17 -0.27 1.82
H -3.82 0.41 0.23
H -2.36 1.28 2.90
H -1.48 2.64 0.64
H -1.92 1.07 0.46
```

Computed properties:
LUMO level, eV: 0.53
HOMO-LUMO gap, eV: 7.69
Maximum force, eV Å⁻¹: 0.1
E_HOMO, eV: -7.163
ΔE to the lowest compared entry with this formula, charge and spin, kJ/mol: 0.0

Here are the Mulliken charges for atoms 1 to 6, given in e: number 1, Pt, carries 2.985; number 2, C, carries -1.246; number 3, P, carries -0.316; number 4, C, carries 0.639; number 5, C, carries -0.437; number 6, C, carries -0.496


Record 2
This record from the Open Molecules 2025 dataset describes C2H4N3O as an isolated structure. The level of theory is the ωB97M-V functional and the def2-TZVPD basis.

XYZ file:
```
10
C2H4N3O (the ωB97M-V functional and the def2-TZVPD basis)
C 0.75 0.37 1.50
C -0.08 -0.18 -0.72
N 1.86 0.74 1.06
N -0.31 0.02 0.56
N 0.95 0.27 -1.34
O 2.25 0.69 -0.10
H 0.62 0.38 2.62
H -0.77 -0.57 -1.43
H -1.23 0.07 0.96
H 1.42 -0.12 -2.12
```

Computed properties:
Total charge: +1
LUMO level, eV: -6.49
HOMO-LUMO gap, eV: 8.48
Maximum force, eV Å⁻¹: 4.1
E_HOMO, eV: -14.966
ΔE to the lowest compared entry with this formula, charge and spin, kJ/mol: 433.4

Here are the natural (NBO) charges for atoms 1 to 6, given in e: number 1, C, carries 0.137; number 2, C, carries 0.369; number 3, N, carries 0.075; number 4, N, carries -0.561; number 5, N, carries -0.366; number 6, O, carries -0.068


Record 3
This record from the Open Molecules 2025 dataset describes a 8-piece molecular cluster, C4H26N3O7 overall. The level of theory is the ωB97M-V functional and the def2-TZVPD basis.

XYZ file:
```
40
C4H26N3O7 (the ωB97M-V functional and the def2-TZVPD basis)
C 0.22 2.12 0.64
C 0.02 1.69 -0.80
C 0.01 0.22 -1.11
C -0.92 -0.54 -0.53
N -1.10 -1.95 -0.79
N 1.03 -0.17 -1.98
N 1.61 1.76 1.19
H -0.55 1.78 1.34
H 0.22 3.21 0.80
H -0.95 2.09 -1.26
H 0.66 2.23 -1.45
H -1.50 -0.23 0.33
H -1.99 -2.34 -0.55
H -0.93 -2.14 -1.76
H 1.69 0.54 -2.27
H 0.94 -0.91 -2.65
H 2.37 2.44 1.03
H 1.45 1.73 2.20
H 2.01 0.88 0.65
H 1.77 -1.67 4.05
H 1.10 -1.31 2.59
O 1.37 -1.02 3.47
H -4.70 0.40 1.29
H -3.65 -0.79 1.67
O -3.79 0.10 1.35
H 0.89 -2.98 0.50
H 1.33 -3.80 1.59
O 1.46 -2.88 1.27
H 2.80 -1.52 0.77
H 2.20 -0.95 -0.62
O 2.68 -0.74 0.20
H -1.64 -2.12 -3.87
H -1.20 -0.92 -4.80
O -1.14 -1.30 -3.92
H 1.02 1.65 4.67
H 0.61 0.51 3.62
O 0.73 1.49 3.77
H -2.06 1.97 -2.80
H -1.66 1.83 -4.21
O -2.41 1.63 -3.63
```

Computed properties:
Total charge: +1
LUMO level, eV: -2.35
HOMO-LUMO gap, eV: 8.26
Maximum force, eV Å⁻¹: 2.4
E_HOMO, eV: -10.617
ΔE to the lowest compared entry with this formula, charge and spin, kJ/mol: 155.7

Here are the natural (NBO) charges for atoms 1 to 6, given in e: number 1, C, carries -0.216; number 2, C, carries -0.457; number 3, C, carries 0.081; number 4, C, carries -0.079; number 5, N, carries -0.856; number 6, N, carries -0.868


Record 4
This record from the Open Molecules 2025 dataset describes C5H8N2S as an isolated structure. The level of theory is the ωB97M-V functional and the def2-TZVPD basis.

XYZ file:
```
16
C5H8N2S (the ωB97M-V functional and the def2-TZVPD basis)
C -1.63 -0.80 0.71
C -0.35 -0.55 1.49
C 0.67 0.01 0.53
C 0.51 1.47 -0.07
C 0.62 0.18 -1.84
H -1.41 -0.37 -0.64
H -2.86 -0.62 1.21
H -1.57 -2.06 0.60
H 1.60 0.14 0.99
H -0.64 1.79 -0.11
H 1.18 2.20 0.13
H 0.72 -0.21 -2.92
H 1.66 -1.31 -0.80
N 0.65 1.33 -1.50
N 0.78 -0.75 -0.85
S 0.08 -0.45 3.08
```

Computed properties:
LUMO level, eV: -0.44
HOMO-LUMO gap, eV: 8.38
Maximum force, eV Å⁻¹: 6.8
E_HOMO, eV: -8.820
ΔE to the lowest compared entry with this formula, charge and spin, kJ/mol: 520.5

Here are the natural (NBO) charges for atoms 1 to 6, given in e: number 1, C, carries -0.725; number 2, C, carries -0.093; number 3, C, carries -0.176; number 4, C, carries -0.241; number 5, C, carries 0.244; number 6, H, carries 0.253


Record 5
This record from the Open Molecules 2025 dataset describes C50H48BrO2P2RuTe as an isolated structure. The level of theory is the ωB97M-V functional and the def2-TZVPD basis.

XYZ file:
```
105
C50H48BrO2P2RuTe (the ωB97M-V functional and the def2-TZVPD basis)
Ru -0.56 -1.40 -0.12
C 5.13 4.59 -0.09
C 3.91 4.55 0.84
C 4.36 4.78 2.29
C 2.99 5.71 0.45
C 3.22 3.20 0.72
C 1.90 3.08 0.32
C 1.35 1.82 0.21
Br -0.45 1.67 -0.45
C 2.02 0.61 0.48
O 1.43 -0.51 0.33
C 3.37 0.75 0.92
C 3.91 2.02 1.01
C 4.27 -0.44 1.26
C 3.59 -1.81 1.17
C 5.45 -0.44 0.28
C 4.77 -0.28 2.71
H 5.56 5.59 -0.09
H 4.83 4.35 -1.11
H 5.90 3.89 0.22
H 4.81 5.76 2.39
H 5.08 4.03 2.60
H 3.50 4.72 2.96
H 3.53 6.65 0.54
H 2.12 5.77 1.10
H 2.66 5.62 -0.59
H 1.29 3.93 0.09
H 4.93 2.11 1.33
H 3.26 -2.02 0.16
H 2.72 -1.86 1.83
H 4.29 -2.58 1.47
H 5.09 -0.58 -0.74
H 6.13 -1.26 0.52
H 6.01 0.49 0.32
H 3.93 -0.34 3.39
H 5.27 0.67 2.86
H 5.47 -1.07 2.95
O -3.12 -0.32 -0.98
C -4.02 0.08 -0.02
C -5.30 0.51 -0.33
C -6.15 0.94 0.67
C -5.73 0.93 1.99
C -4.49 0.43 2.32
C -3.63 -0.01 1.32
P -2.05 -0.88 1.67
C -2.69 -2.16 2.80
C -3.54 -3.09 2.22
C -4.06 -4.13 2.97
C -3.69 -4.27 4.30
C -2.83 -3.36 4.88
C -2.32 -2.30 4.14
C -1.09 0.27 2.69
C -1.35 1.64 2.75
C -0.42 2.49 3.32
C 0.76 1.98 3.86
C 1.00 0.62 3.82
C 0.10 -0.23 3.22
C -2.92 0.43 -2.11
C -3.48 1.68 -2.35
C -3.20 2.34 -3.52
C -2.34 1.79 -4.46
C -1.73 0.58 -4.20
C -2.01 -0.12 -3.03
P -1.11 -1.60 -2.46
C -2.17 -2.95 -3.08
C -1.85 -4.25 -2.72
C -2.67 -5.30 -3.10
C -3.83 -5.06 -3.80
C -4.17 -3.76 -4.16
C -3.34 -2.71 -3.80
C 0.35 -1.60 -3.55
C 0.55 -2.44 -4.64
C 1.74 -2.38 -5.35
C 2.73 -1.49 -4.98
C 2.54 -0.65 -3.89
C 1.36 -0.72 -3.18
H -5.63 0.51 -1.36
H -7.14 1.29 0.42
H -6.39 1.29 2.77
H -4.16 0.39 3.35
H -3.80 -2.99 1.17
H -4.73 -4.84 2.52
H -4.06 -5.10 4.88
H -2.53 -3.47 5.91
H -1.65 -1.59 4.59
H -2.25 2.04 2.30
H -0.61 3.55 3.33
H 1.49 2.65 4.27
H 1.91 0.22 4.24
H 0.31 -1.30 3.13
H -4.12 2.14 -1.61
H -3.66 3.31 -3.70
H -2.14 2.31 -5.38
H -1.03 0.16 -4.92
H -0.96 -4.45 -2.13
H -2.42 -6.31 -2.80
H -4.48 -5.88 -4.07
H -5.08 -3.56 -4.71
H -3.60 -1.69 -4.08
H -0.22 -3.14 -4.94
H 1.90 -3.04 -6.19
H 3.66 -1.46 -5.53
H 3.32 0.05 -3.60
H 1.22 -0.08 -2.31
Te 0.01 -3.75 0.65
```

Computed properties:
LUMO level (alpha / beta), eV: -0.96 / -0.78
HOMO-LUMO gap (alpha / beta), eV: 5.57 / 5.65
Maximum force, eV Å⁻¹: 2.3
E_HOMO (alpha / beta), eV: -6.536 / -6.437
Spin multiplicity: 2

Here are the Mulliken charges for atoms 1 to 6, given in e: number 1, Ru, carries -0.210; number 2, C, carries -1.688; number 3, C, carries 1.922; number 4, C, carries -1.654; number 5, C, carries -2.115; number 6, C, carries -0.556


Record 6
This record from the Open Molecules 2025 dataset describes C15H31AlBeCl3F4N3NaO11S as an isolated structure. The level of theory is the ωB97M-V functional and the def2-TZVPD basis.

XYZ file:
```
71
C15H31AlBeCl3F4N3NaO11S (the ωB97M-V functional and the def2-TZVPD basis)
C 1.14 -2.15 1.91
C 0.63 -0.84 1.29
O 1.33 0.04 1.00
O -0.75 -0.76 1.11
C -1.03 -1.28 -0.22
C -1.87 -2.58 -0.18
C -2.09 -3.25 -1.57
C -1.11 -4.41 -1.89
C 0.39 -4.12 -1.64
O 1.16 -3.90 -2.84
C 1.22 -2.60 -3.18
O 0.23 -1.94 -3.25
O 2.42 -2.11 -3.49
C 2.85 -1.11 -2.54
N 2.13 0.16 -2.69
H 2.19 -2.32 1.64
H 1.00 -2.09 3.00
H 0.49 -2.96 1.56
H -0.08 -1.37 -0.76
H -1.64 -0.52 -0.74
H -1.49 -3.31 0.56
H -2.87 -2.29 0.19
H -3.11 -3.69 -1.55
H -2.13 -2.46 -2.34
H -1.38 -5.23 -1.19
H -1.29 -4.82 -2.90
H 0.57 -3.33 -0.89
H 0.81 -5.03 -1.19
H 2.85 -1.47 -1.49
H 3.92 -0.90 -2.79
H 2.71 0.88 -2.24
H 2.20 0.39 -3.68
Be -1.31 -0.82 -4.41
C -0.86 -8.53 -1.04
N -0.08 -8.02 0.12
O 0.40 -8.84 0.88
O 0.03 -6.81 0.22
H -0.88 -9.61 -1.00
H -1.87 -8.12 -0.95
H -0.38 -8.18 -1.94
C 2.12 2.93 0.35
N 1.71 4.00 -0.61
O 0.96 4.88 -0.21
O 2.15 3.92 -1.75
H 1.66 3.12 1.34
H 1.79 1.99 -0.06
H 3.21 2.97 0.42
Cl 0.65 3.81 2.94
F 3.85 2.07 -4.65
Al 5.34 2.20 -3.77
F 5.51 3.80 -3.17
F 6.66 1.83 -4.82
F 5.29 1.16 -2.38
C -3.16 5.00 2.81
C -2.89 6.50 2.93
C -3.87 7.05 3.98
S -4.22 5.68 5.09
O -5.64 5.34 4.97
O -3.63 5.95 6.39
C -3.25 4.47 4.23
H -2.37 4.49 2.25
H -4.11 4.83 2.28
H -1.86 6.65 3.27
H -3.00 7.01 1.98
H -3.43 7.87 4.55
H -4.81 7.37 3.52
H -3.74 3.49 4.30
H -2.27 4.43 4.70
Na -6.01 6.86 6.93
Cl 5.55 -0.70 -3.87
Cl 7.37 -0.68 -2.82
```

Computed properties:
Total charge: -1
LUMO level, eV: -1.55
HOMO-LUMO gap, eV: 2.85
Maximum force, eV Å⁻¹: 3.5
E_HOMO, eV: -4.398
ΔE to the lowest compared entry with this formula, charge and spin, kJ/mol: 93.1

Here are the Mulliken charges for atoms 1 to 6, given in e: number 1, C, carries -0.835; number 2, C, carries 0.630; number 3, O, carries -0.400; number 4, O, carries -0.424; number 5, C, carries 0.199; number 6, C, carries -0.468